1.
28
Properties=species:S:1:pos:R:3 method="wB97M-V/def2-TZVPD" lumo_ev=-0.228 gap_ev=8.25 e_above_lowest_ev=9.973 homo_energy_ev=-8.5 energy_ev=-24974.281
H -1.593 -3.955 0.360
H -2.903 -0.500 -2.002
H 0.542 1.185 4.736
C 1.171 -0.657 0.506
H -1.531 -1.330 -0.017
H -1.170 0.558 -1.714
H 0.766 -0.521 -2.846
S 1.983 2.470 2.768
O -0.844 -3.203 -0.545
C 0.764 1.131 -0.851
C 0.496 -1.107 -1.918
N -1.583 -2.044 -0.752
H 1.375 3.096 -0.013
C 1.469 1.488 1.445
C 1.118 1.950 0.113
H -1.366 -2.234 -2.861
H 0.201 3.778 4.085
H 1.398 -0.421 2.538
C -1.780 -0.233 -2.313
H -0.930 1.760 2.742
H 1.243 -1.830 -1.797
H 0.920 -1.649 0.816
H 0.503 1.615 -1.731
C 0.801 -0.209 -0.771
C 0.269 2.255 3.711
H -1.659 0.051 -3.326
C 1.382 0.144 1.578
C -1.042 -1.588 -1.939

***

2.
27
Properties=species:S:1:pos:R:3 method="wB97M-V/def2-TZVPD" lumo_ev="-0.367 / -0.243" gap_ev="7.32 / 7.21" e_above_lowest_ev=4.848 homo_energy_ev="-7.7 / -7.5" energy_ev=-22933.517
H -2.356 0.635 1.600
H -4.430 0.467 -1.774
H 0.062 3.678 0.292
C 3.212 -0.673 1.238
C 3.447 -0.709 -1.407
C -1.724 1.618 -0.763
S 1.957 2.045 0.476
H 2.979 0.317 1.585
C 1.519 0.469 -0.154
C -2.631 0.515 -0.382
H -2.171 -0.070 -1.110
H 2.793 -0.727 -2.279
C 0.444 2.659 -0.002
H -4.769 -0.126 -0.227
H -1.715 -0.951 1.058
C -2.520 -0.221 0.975
H -3.246 -0.913 1.219
H 1.801 -1.645 -0.243
C -4.089 0.677 -0.733
H 4.020 -1.671 -1.271
H 4.320 -0.730 0.965
N 0.305 0.414 -0.524
H 4.050 0.130 -1.149
H -4.594 1.627 -0.481
H 2.977 -1.352 1.958
C -0.382 1.602 -0.424
C 2.473 -0.746 -0.137

***

3.
27
Properties=species:S:1:pos:R:3 method="wB97M-V/def2-TZVPD" lumo_ev=0.399 gap_ev=9.14 e_above_lowest_ev=0.662 homo_energy_ev=-8.7 energy_ev=-21946.899
H -1.683 3.351 0.452
H 2.170 -0.143 2.961
C 2.538 -1.548 0.677
C 1.491 -2.079 -1.455
H 3.259 -2.838 -0.802
H 1.642 1.257 1.821
H -0.061 3.373 1.049
C 1.480 -0.689 0.991
H -0.589 -0.723 -3.255
C -2.927 0.951 -0.250
C -0.726 -1.122 -2.164
H -3.452 1.366 0.487
H -0.426 2.614 -0.618
H -3.021 1.510 -1.173
O -1.679 0.858 2.222
H 0.409 0.195 2.652
C 0.547 -0.417 0.023
C 2.542 -2.148 -0.574
H -1.189 -2.142 -2.218
C 0.438 -1.214 -1.105
H -3.309 -0.086 -0.344
P -1.413 1.062 0.774
C 1.452 0.218 2.169
H 1.417 -2.524 -2.440
C -0.787 2.789 0.462
H -1.511 -0.316 -1.684
H 3.388 -1.553 1.343